Entry 1:
The following is a quantum chemistry calculation of 4 unconnected molecules or ions with the total composition C25H45N3O8P2S3 in a non-equilibrium geometry, from the Open Molecules 2025 dataset.

Calculated values
**Electronic energy**: -98586.10306 eV

Last column: Löwdin charge in e.
Element x y z (Å)
C -1.697 3.344 -2.628  0.13
C -1.328 2.206 -2.699  -0.15
C -0.763 0.888 -2.834  -0.18
C -1.584 -0.244 -2.872  -0.07
C -3.109 -0.179 -2.826  -0.18
N -3.784 0.919 -3.504  -0.10
C -3.439 1.146 -4.902  -0.10
C -0.986 -1.518 -2.893  -0.09
C -1.775 -2.806 -2.850  -0.10
C -1.781 -3.687 -4.135  -0.17
C -1.204 -3.092 -5.406  -0.27
N -1.923 -1.906 -5.909  0.02
C 0.396 -1.569 -2.877  -0.03
C 1.196 -0.443 -2.856  -0.08
C 0.641 0.816 -2.861  -0.33
P 1.627 2.356 -2.904  0.93
P 2.702 2.487 -1.016  0.26
O 4.017 1.832 -1.006  -0.32
O 1.721 1.996 0.144  -0.16
O 2.858 4.070 -0.747  -0.18
C 2.630 -0.894 -2.830  -0.35
O 3.575 -0.225 -3.122  0.12
N 2.638 -2.289 -2.525  0.06
C 2.879 -2.717 -1.114  -0.11
C 4.100 -2.108 -0.422  -0.38
C 3.713 -0.812 0.304  -0.08
C 5.320 -1.951 -1.336  -0.06
C 1.316 -2.752 -2.860  -0.35
O 1.066 -3.902 -3.078  0.15
H -2.146 4.304 -2.565  0.04
H -3.529 -1.091 -3.225  0.09
H -3.381 -0.106 -1.773  0.10
H -3.732 1.763 -2.961  0.07
H -2.736 1.964 -5.055  0.07
H -4.343 1.396 -5.460  0.08
H -3.065 0.225 -5.338  0.05
H -2.800 -2.639 -2.542  0.09
H -1.324 -3.404 -2.058  0.12
H -1.214 -4.590 -3.929  0.10
H -2.801 -4.014 -4.344  0.11
H -0.144 -2.870 -5.311  0.10
H -1.271 -3.865 -6.174  0.10
H -1.401 -1.065 -5.689  0.05
H -2.786 -1.808 -5.384  0.05
H 2.698 2.005 -3.736  -0.05
H 2.282 1.588 0.828  0.07
H 2.723 4.572 -1.562  0.05
H 2.988 -3.798 -1.133  0.13
H 1.987 -2.503 -0.512  0.13
H 4.367 -2.825 0.355  0.13
H 4.582 -0.198 0.523  0.08
H 3.263 -1.068 1.265  0.08
H 2.961 -0.250 -0.247  0.04
H 5.384 -0.919 -1.675  0.06
H 6.236 -2.148 -0.786  0.08
H 5.264 -2.566 -2.231  0.08
C 3.408 2.793 3.673  -0.27
S 3.911 1.308 4.547  0.81
O 3.147 0.187 3.926  -0.57
C 3.101 1.713 6.094  -0.30
H 3.785 2.707 2.654  0.04
H 2.320 2.856 3.664  0.06
H 3.837 3.674 4.149  0.06
H 2.037 1.864 5.925  0.05
H 3.545 2.612 6.516  0.05
H 3.251 0.880 6.777  0.05
C -6.634 0.327 -0.617  -0.26
S -5.578 -1.110 -0.408  0.79
O -5.530 -1.808 -1.720  -0.54
C -6.714 -2.043 0.624  -0.27
H -6.118 1.019 -1.279  0.04
H -7.577 0.020 -1.069  0.06
H -6.804 0.795 0.353  0.05
H -7.653 -2.185 0.088  0.06
H -6.880 -1.506 1.558  0.05
H -6.257 -3.008 0.831  0.05
C -0.422 1.830 9.198  -0.27
S 0.664 3.259 9.267  0.82
O 1.773 2.999 8.309  -0.56
C 1.311 2.927 10.910  -0.27
H -0.897 1.823 8.219  0.05
H 0.164 0.921 9.332  0.06
H -1.183 1.917 9.973  0.05
H 1.775 1.941 10.925  0.06
H 0.500 2.982 11.636  0.05
H 2.054 3.689 11.133  0.05

---

Entry 2:
The following is a quantum chemistry calculation of a single C5H7ClN2OS molecule in a non-equilibrium geometry, from the Open Molecules 2025 dataset.

Calculated values
**Structure (SMILES)**: CS[C@@]1(Cl)N=CCC(=O)N1
**Relative energy (zero: lowest compared OMol25 entry of this formula, charge and spin)**: 1.670 eV
**Electronic energy**: -33682.07273 eV

Last column: Löwdin charge in e.
Element x y z (Å)
C -0.127 1.639 1.943  -0.46
S 0.985 0.565 1.154  0.89
C 0.618 0.992 -0.565  -1.09
Cl 0.408 2.612 -1.053  0.74
N 1.613 0.387 -1.380  -0.01
C 1.609 -0.829 -1.650  -0.14
C 0.442 -1.625 -1.211  -0.08
C -0.901 -0.943 -1.505  -0.56
O -1.935 -1.416 -1.969  0.04
N -0.838 0.237 -0.972  0.06
H -0.152 1.601 2.996  0.02
H -1.178 1.343 1.844  0.05
H 0.079 2.682 1.525  0.04
H 2.187 -1.186 -2.440  0.11
H 0.412 -2.619 -1.529  0.10
H 0.635 -1.702 -0.093  0.11
H -1.768 0.809 -0.966  0.18

---

Entry 3:
The following is a quantum chemistry calculation of a single C5H11N molecule in a non-equilibrium geometry, from the Open Molecules 2025 dataset.

Calculated values
**Structure (SMILES)**: C[C@H]1CCN1C
**Relative energy (zero: lowest compared OMol25 entry of this formula, charge and spin)**: 1.674 eV
**Electronic energy**: -6851.85452 eV

Last column: Löwdin charge in e.
Element x y z (Å)
C 1.803 -0.674 -0.240  -0.07
C 0.627 0.170 0.276  -0.38
C 0.338 1.610 0.038  -0.14
C -1.142 1.194 -0.213  -0.18
N -0.663 -0.185 -0.462  -0.18
C -1.326 -1.379 0.035  -0.11
H 2.053 -0.608 -1.309  0.07
H 1.580 -1.734 -0.089  0.05
H 2.784 -0.577 0.344  0.09
H 0.496 -0.157 1.334  0.14
H 0.874 2.006 -0.884  0.12
H 0.628 2.406 0.796  0.12
H -1.708 1.656 -1.030  0.10
H -1.762 1.403 0.718  0.12
H -1.550 -1.173 1.136  0.09
H -2.257 -1.605 -0.486  0.07
H -0.775 -2.353 0.035  0.08

---

Entry 4:
The following is a quantum chemistry calculation of a molecular structure, C2Br2F2O in a non-equilibrium geometry, from the Open Molecules 2025 dataset.

Calculated values
**Relative energy (zero: lowest compared OMol25 entry of this formula, charge and spin)**: 2.623 eV
**Electronic energy**: -149638.14892 eV

Last column: Löwdin charge in e.
Element x y z (Å)
C 0.937 -1.513 -0.052  -0.55
C -2.520 0.551 -0.736  -1.09
O 0.210 -2.028 0.721  0.13
F 1.218 -1.849 -1.327  0.15
F 1.608 -0.397 0.174  0.16
Br -2.222 -0.182 0.877  0.69
Br -3.765 2.006 -0.803  0.50

---

Entry 5:
The following is a quantum chemistry calculation of a molecular structure, C8H22BrCuN2O2 in a non-equilibrium geometry, from the Open Molecules 2025 dataset.

Calculated values
**Multiplicity**: 2
**Relative energy (zero: lowest compared OMol25 entry of this formula, charge and spin)**: 2.751 eV
**Electronic energy**: -130398.33503 eV
**Total charge**: +1

Last column: Löwdin charge in e.
Element x y z (Å)
Cu 3.216 0.870 4.858  0.48
Br 0.847 0.929 3.481  -0.07
C 2.821 -0.309 -0.689  -0.10
C 2.096 0.887 -1.111  -0.45
C 0.820 0.606 -1.942  -0.12
O 0.160 1.855 -2.406  -0.22
C 0.727 2.820 -3.304  -0.11
N 1.888 1.563 0.176  0.02
H 3.771 0.026 -0.270  0.09
H 3.205 -0.800 -1.583  0.08
H 2.237 -1.031 -0.119  0.08
H 2.783 1.545 -1.644  0.14
H -0.022 0.159 -1.413  0.10
H 1.086 -0.063 -2.760  0.12
H -0.096 3.160 -3.932  0.08
H 1.502 2.482 -3.992  0.09
H 1.028 3.735 -2.793  0.08
H 1.384 0.886 0.730  -0.04
H 2.741 1.582 0.717  0.05
C -3.680 -0.561 0.616  -0.04
C -2.594 -0.511 1.667  -0.32
C -1.304 -1.338 1.295  -0.18
O -1.580 -2.654 0.874  -0.14
C -0.420 -3.439 0.505  -0.05
N -2.397 0.880 2.002  0.34
H -3.241 -0.290 -0.344  0.10
H -4.538 0.091 0.781  0.10
H -4.113 -1.559 0.542  0.10
H -3.036 -1.041 2.512  0.17
H -0.574 -1.197 2.092  0.07
H -0.755 -0.802 0.520  0.10
H 0.246 -2.847 -0.123  0.07
H -0.598 -4.370 -0.034  0.10
H 0.269 -3.601 1.333  0.09
H -1.593 0.927 2.610  0.01
H -2.284 1.409 1.149  0.16

---

Entry 6:
The following is a quantum chemistry calculation of 5 unconnected molecules or ions with the total composition C14H24BrN4O12P, from the Open Molecules 2025 dataset.

Calculated values
**Structure (SMILES)**: CCCCOC1=CC(=O)C=C(P(O)Br)C1=O.C[N+](=O)[O-].C[N+](=O)[O-].C[N+](=O)[O-].C[N+](=O)[O-]
**Electronic energy**: -124757.45830 eV

Last column: Löwdin charge in e.
Element x y z (Å)
C 4.010 -0.525 0.335  -0.10
C 4.750 -1.481 -0.600  -0.23
C 4.022 -1.766 -1.918  -0.17
C 3.004 -2.901 -1.856  -0.15
O 2.448 -3.080 -0.533  -0.04
C 1.106 -3.165 -0.502  -0.21
C 0.465 -4.251 -0.048  0.10
C -1.000 -4.258 0.054  -0.38
O -1.605 -5.154 0.602  0.11
C -1.746 -3.120 -0.548  0.03
C -1.127 -2.019 -0.989  -0.33
P -2.019 -0.532 -1.614  0.56
O -3.548 -0.973 -1.229  -0.40
Br -2.087 -0.989 -3.806  0.28
C 0.352 -1.943 -0.942  -0.33
O 0.941 -0.932 -1.267  0.10
H 3.077 -0.963 0.691  0.05
H 4.626 -0.335 1.216  0.06
H 3.774 0.411 -0.173  0.07
H 4.970 -2.420 -0.085  0.11
H 5.710 -1.020 -0.844  0.11
H 4.768 -2.063 -2.660  0.11
H 3.540 -0.861 -2.291  0.09
H 3.460 -3.853 -2.142  0.13
H 2.195 -2.717 -2.566  0.12
H 1.002 -5.134 0.275  0.14
H -2.822 -3.251 -0.587  0.12
H -3.621 -1.118 -0.272  0.03
C 2.294 1.919 -3.969  0.05
N 3.733 1.578 -3.789  -0.45
O 4.353 1.190 -4.756  0.07
O 4.180 1.699 -2.668  0.05
H 2.033 1.757 -5.007  0.09
H 1.725 1.273 -3.305  0.09
H 2.171 2.958 -3.680  0.10
C -4.112 2.648 1.258  0.04
N -3.369 1.360 1.196  -0.44
O -3.988 0.327 1.382  0.04
O -2.182 1.410 0.953  0.04
H -5.150 2.439 1.480  0.08
H -3.654 3.248 2.035  0.10
H -3.996 3.126 0.291  0.11
C -7.452 6.427 2.076  0.05
N -6.721 5.131 2.034  -0.44
O -7.348 4.113 2.228  0.08
O -5.528 5.180 1.804  0.05
H -8.493 6.221 2.289  0.10
H -6.993 7.029 2.854  0.10
H -7.324 6.899 1.107  0.10
C 1.836 -0.915 3.917  0.05
N 3.240 -1.283 4.253  -0.45
O 3.935 -1.712 3.359  0.06
O 3.589 -1.118 5.403  0.06
H 1.677 -1.109 2.863  0.08
H 1.186 -1.520 4.541  0.10
H 1.714 0.138 4.150  0.10

---

Entry 7:
The following is a quantum chemistry calculation of a single C20H19N3O3 molecule, from the Open Molecules 2025 dataset.

Calculated values
**Structure (SMILES)**: COc1cc(/C=N\NC(=O)CC#N)ccc1OC/C=C/c1ccccc1
**Relative energy (zero: lowest compared OMol25 entry of this formula, charge and spin)**: 5.043 eV
**Electronic energy**: -31658.59310 eV

Last column: Löwdin charge in e.
Element x y z (Å)
C -1.885 -1.881 1.862  -0.07
O -1.041 -0.912 1.283  -0.11
C -1.583 0.271 0.850  -0.17
C -2.944 0.525 0.852  0.03
C -3.461 1.766 0.475  -0.23
C -4.891 2.037 0.513  -0.10
N -5.893 1.300 0.244  0.06
N -5.739 0.045 -0.308  0.04
C -4.940 -0.264 -1.360  -0.49
O -4.127 0.470 -1.865  0.11
C -5.171 -1.707 -1.855  -0.07
C -4.789 -2.609 -0.806  -0.23
N -4.468 -3.280 0.063  0.17
C -2.579 2.779 0.111  -0.03
C -1.229 2.520 0.051  0.01
C -0.702 1.278 0.400  -0.18
O 0.647 1.195 0.295  -0.02
C 1.327 -0.049 0.349  -0.18
C 2.719 0.179 -0.148  -0.05
C 3.799 -0.371 0.400  -0.05
C 5.178 -0.222 -0.046  -0.23
C 5.536 0.480 -1.198  -0.03
C 6.860 0.592 -1.574  -0.09
C 7.858 0.007 -0.812  -0.09
C 7.520 -0.695 0.333  -0.09
C 6.195 -0.809 0.710  -0.05
H -2.600 -2.291 1.142  0.05
H -2.424 -1.477 2.724  0.10
H -1.220 -2.676 2.194  0.10
H -3.624 -0.243 1.185  0.11
H -5.180 3.033 0.830  0.12
H -6.526 -0.552 -0.091  0.15
H -6.218 -1.863 -2.124  0.13
H -4.540 -1.873 -2.731  0.13
H -2.958 3.751 -0.166  0.12
H -0.531 3.279 -0.266  0.12
H 0.823 -0.778 -0.301  0.14
H 1.336 -0.445 1.370  0.13
H 2.781 0.834 -1.004  0.11
H 3.671 -1.006 1.270  0.11
H 4.773 0.938 -1.807  0.10
H 7.118 1.138 -2.470  0.10
H 8.892 0.096 -1.109  0.10
H 8.291 -1.155 0.933  0.10
H 5.939 -1.358 1.605  0.11

---

Entry 8:
The following is a quantum chemistry calculation of 2 unconnected molecules or ions with the total composition C6H12N2 in a non-equilibrium geometry, from the Open Molecules 2025 dataset.

Calculated values
**Structure (SMILES)**: Cc1c[nH]cn1.CC
**Relative energy (zero: lowest compared OMol25 entry of this formula, charge and spin)**: 2.041 eV
**Electronic energy**: -9394.80878 eV

Last column: Löwdin charge in e.
Element x y z (Å)
C 1.424 -0.399 1.265  -0.09
C 0.075 -0.974 0.754  -0.27
C -0.351 -2.096 0.076  -0.12
N -1.663 -2.309 0.366  0.05
C -2.066 -1.198 1.220  -0.19
N -1.143 -0.323 1.359  0.08
H 2.251 0.103 0.629  0.07
H 2.139 -1.247 1.738  0.10
H 1.140 0.410 1.968  0.06
H 0.297 -2.720 -0.507  0.11
H -2.108 -3.071 -0.017  0.10
H -3.034 -1.043 1.629  0.10
C 1.916 2.589 -1.749  -0.19
C 0.804 3.441 -2.379  -0.18
H 1.562 2.193 -0.805  0.04
H 2.099 1.661 -2.357  0.08
H 2.812 3.040 -1.617  0.02
H -0.237 3.201 -2.065  0.06
H 1.043 4.509 -2.174  0.05
H 0.869 3.216 -3.616  0.12

---

Entry 9:
The following is a quantum chemistry calculation of 2 unconnected molecules or ions with the total composition C3H4N2O2 in a non-equilibrium geometry, from the Open Molecules 2025 dataset.

Calculated values
**Structure (SMILES)**: N#[N+][O-].C=CC=O
**Relative energy (zero: lowest compared OMol25 entry of this formula, charge and spin)**: 4.876 eV
**Electronic energy**: -10247.38949 eV

Last column: Löwdin charge in e.
Element x y z (Å)
N -0.610 0.021 -2.098  0.24
N 0.366 0.077 -2.638  -0.29
O 1.376 0.094 -3.198  0.12
C -1.177 -0.553 0.701  0.03
C -0.330 0.219 1.360  -0.14
C 1.080 0.258 1.005  -0.30
O 1.779 -0.588 0.465  0.03
H -2.147 -0.588 1.165  0.06
H -1.143 -1.039 -0.200  0.01
H -0.770 0.924 2.161  0.13
H 1.576 1.174 1.277  0.10

---

Entry 10:
The following is a quantum chemistry calculation of 2 unconnected molecules or ions with the total composition C3H3NO in a non-equilibrium geometry, from the Open Molecules 2025 dataset.

Calculated values
**Structure (SMILES)**: C#[N+][O-].C#C
**Relative energy (zero: lowest compared OMol25 entry of this formula, charge and spin)**: 5.240 eV
**Electronic energy**: -6691.25170 eV

Last column: Löwdin charge in e.
Element x y z (Å)
C 1.096 0.985 0.273  0.14
N 1.924 0.219 -0.111  -0.22
O 2.646 -0.497 -0.702  0.04
H 0.440 1.383 0.871  0.01
C -1.610 -0.610 0.502  -0.01
C -1.322 -0.350 -0.634  -0.01
H -2.167 -0.975 1.384  0.05
H -1.006 -0.155 -1.584  0.00

---

Entry 11:
The following is a quantum chemistry calculation of 2 unconnected molecules or ions with the total composition C3H13N5O in a non-equilibrium geometry, from the Open Molecules 2025 dataset.

Calculated values
**Structure (SMILES)**: CC(=O)C(N)N.NNN
**Relative energy (zero: lowest compared OMol25 entry of this formula, charge and spin)**: 0.090 eV
**Electronic energy**: -12817.54228 eV

Last column: Löwdin charge in e.
Element x y z (Å)
C 0.808 1.847 0.133  -0.03
C 0.421 0.459 0.533  -0.43
O -0.055 0.159 1.605  0.03
C 1.241 -0.710 -0.324  -0.41
N 0.579 -1.977 -0.066  0.04
N 2.632 -0.598 0.100  0.04
H 1.888 1.934 0.054  0.08
H 0.443 2.571 0.859  0.09
H 0.368 2.072 -0.838  0.07
H 1.233 -0.522 -1.405  0.13
H 1.117 -2.770 -0.399  0.07
H 0.406 -2.083 0.929  0.07
H 3.218 -1.291 -0.355  0.07
H 2.711 -0.716 1.105  0.08
N -2.484 -0.659 0.317  0.00
N -1.801 0.049 -0.705  -0.25
N -2.151 1.410 -0.803  -0.01
H -2.404 -1.651 0.109  0.07
H -2.029 -0.512 1.224  0.05
H -0.861 -0.294 -1.023  0.09
H -2.186 1.822 0.134  0.07
H -3.093 1.459 -1.183  0.07

---

Entry 12:
The following is a quantum chemistry calculation of a molecular structure, C6H16N3OOs, from the Open Molecules 2025 dataset.

Calculated values
**Electronic energy**: -15434.93542 eV
**Total charge**: +3

Last column: Löwdin charge in e.
Element x y z (Å)
Os -0.245 0.663 0.454  1.16
N 1.574 0.352 -0.463  -0.09
C 2.513 1.430 -0.006  -0.16
C 1.766 2.737 -0.163  -0.13
N 0.410 2.630 0.492  -0.18
C 0.340 3.139 1.907  -0.14
C 0.750 2.037 2.855  -0.16
N -0.081 0.832 2.505  -0.08
H 2.003 -0.566 -0.341  0.13
H 1.451 0.460 -1.477  0.14
H 3.437 1.418 -0.583  0.15
H 2.764 1.215 1.029  0.12
H 1.594 2.952 -1.220  0.14
H 2.327 3.574 0.252  0.15
H -0.225 3.212 -0.053  0.14
H -0.694 3.439 2.087  0.14
H 0.962 4.026 2.026  0.15
H 0.594 2.323 3.895  0.15
H 1.795 1.760 2.746  0.12
H -1.019 0.980 2.897  0.14
H 0.278 0.009 2.990  0.13
C -4.178 -3.134 -1.170  0.11
C -3.187 -2.197 -0.761  0.04
O -2.408 -1.459 -0.438  0.32
H -5.152 -2.622 -1.170  0.16
H -4.175 -3.969 -0.454  0.16
H -3.923 -3.483 -2.181  0.16

---

Q: Look up the electronic energy of the fifth one.
A: -130398.33503 eV